[1]
{
  "formula": "C68H47N4S2SbTa",
  "method": "ωB97M-V/def2-TZVPD",
  "homo_energy_ev": -9.741,
  "total_charge": 1,
  "homo_lumo_gap_ev": 5.7,
  "relative_energy_kcal_mol": 67.4,
  "lumo_energy_ev": -4.088,
  "spin_multiplicity": 1,
  "symbols": ["Ta", "C", "C", "C", "C", "C", "C", "C", "C", "C", "C", "C", "N", "C", "C", "C", "C", "C", "C", "C", "C", "C", "C", "C", "C", "C", "N", "C", "C", "C", "C", "C", "C", "C", "C", "C", "C", "C", "C", "N", "C", "C", "N", "C", "C", "C", "C", "C", "C", "H", "H", "H", "H", "H", "H", "H", "H", "H", "H", "H", "H", "H", "H", "H", "H", "H", "H", "H", "H", "H", "H", "H", "H", "H", "H", "H", "H", "S", "C", "C", "C", "C", "C", "C", "S", "H", "H", "H", "H", "C", "C", "C", "C", "C", "C", "Sb", "C", "C", "C", "C", "C", "C", "C", "C", "C", "C", "C", "C", "H", "H", "H", "H", "H", "H", "H", "H", "H", "H", "H", "H", "H", "H", "H"],
  "xyz": [[0.67204, 0.14908, 1.00650], [3.68904, -3.09510, 7.55171], [2.71668, -3.82024, 6.87984], [2.12268, -3.30328, 5.73815], [2.49091, -2.04775, 5.26616], [3.45813, -1.31597, 5.95578], [4.05881, -1.84056, 7.08856], [1.93742, -1.45808, 4.01626], [2.27050, -2.04530, 2.80189], [2.93112, -3.30852, 2.67280], [2.99819, -3.58878, 1.35038], [2.42882, -2.47312, 0.65550], [2.00136, -1.52960, 1.55242], [2.46903, -2.33301, -0.73635], [2.44919, -1.06255, -1.32452], [2.93494, -0.73075, -2.61981], [2.85448, 0.61806, -2.75490], [2.25660, 1.13033, -1.56811], [1.89980, 2.47265, -1.39699], [2.07716, 3.37698, -2.56548], [1.40285, 3.11197, -3.75755], [1.57779, 3.93431, -4.85953], [2.42354, 5.03128, -4.78122], [3.07676, 5.31712, -3.59078], [2.90631, 4.49425, -2.48873], [1.35175, 3.00623, -0.23513], [1.06378, 2.29960, 0.91175], [0.46713, 3.19042, 1.77977], [0.01091, 2.87965, 3.06013], [-0.75928, 3.88781, 3.82972], [-2.05555, 3.56376, 4.23073], [-2.81368, 4.47147, 4.95194], [-2.28252, 5.70859, 5.28755], [-0.99172, 6.03392, 4.89788], [-0.23093, 5.12954, 4.17332], [0.26302, 1.66204, 3.69386], [0.15984, 1.45212, 5.10356], [0.76340, 0.26678, 5.37748], [1.20952, -0.28085, 4.13713], [0.84681, 0.55841, 3.10677], [0.37170, 4.47316, 1.15612], [0.92764, 4.36509, -0.07525], [2.04695, 0.09553, -0.68132], [2.53027, -3.59332, -1.51653], [1.65507, -4.61872, -1.12993], [1.59001, -5.80859, -1.83329], [2.39698, -6.00435, -2.94332], [3.29247, -5.01409, -3.31684], [3.37083, -3.82822, -2.60518], [4.15742, -3.50585, 8.43590], [2.42296, -4.79613, 7.24304], [1.35818, -3.86725, 5.21768], [3.74989, -0.34153, 5.58396], [4.81923, -1.27112, 7.60608], [3.29417, -3.90274, 3.49241], [3.44552, -4.44433, 0.87522], [3.34029, -1.42149, -3.33493], [3.18681, 1.20918, -3.59002], [0.73270, 2.26227, -3.81770], [1.05787, 3.70748, -5.78124], [2.57115, 5.66390, -5.64614], [3.73231, 6.17501, -3.52220], [3.43791, 4.70236, -1.56821], [-2.46439, 2.59750, 3.95971], [-3.81732, 4.20858, 5.25906], [-2.87234, 6.41655, 5.85389], [-0.56981, 6.99312, 5.16707], [0.78856, 5.37181, 3.89990], [-0.27859, 2.14431, 5.80148], [0.89998, -0.19907, 6.33820], [-0.07830, 5.34334, 1.60018], [1.03600, 5.13682, -0.81667], [1.01445, -4.47142, -0.27039], [0.90845, -6.58393, -1.50892], [2.34132, -6.92723, -3.50453], [3.94859, -5.16931, -4.16286], [4.13902, -3.11468, -2.86626], [-0.74697, -1.84520, 0.94006], [-2.40356, -1.32016, 1.20681], [-3.23493, -2.08767, 1.92085], [-4.57431, -1.64291, 2.27936], [-5.00874, -0.41865, 1.98268], [-4.20762, 0.54516, 1.17405], [-2.84548, -0.00965, 0.64694], [-1.50770, 1.21685, 0.85377], [-2.89844, -3.05205, 2.28012], [-5.19256, -2.32710, 2.84561], [-5.98853, -0.08280, 2.30260], [-4.11483, 1.50383, 1.69356], [-3.24395, -4.65491, -3.42533], [-2.18935, -4.65412, -2.52700], [-1.54933, -3.46229, -2.21334], [-1.96154, -2.26582, -2.78315], [-3.02551, -2.27012, -3.67996], [-3.66152, -3.46070, -3.99730], [-0.86482, -0.44728, -2.34640], [-0.75566, -0.00333, -4.46025], [-1.73376, 0.69052, -5.16397], [-1.60538, 0.88694, -6.53290], [-0.49577, 0.40448, -7.21065], [0.47257, -0.30939, -6.51923], [0.33726, -0.51443, -5.15437], [-2.61628, 0.66634, -1.83428], [-3.45293, -0.03205, -0.81025], [-4.71202, 0.71259, -0.29114], [-4.82124, 2.14061, -0.72697], [-3.92748, 2.71122, -1.53231], [-2.79789, 1.96430, -2.08803], [-3.74328, -5.58135, -3.67703], [-1.86416, -5.57926, -2.06761], [-0.72795, -3.46169, -1.51359], [-3.35677, -1.34308, -4.13375], [-4.48947, -3.45702, -4.69486], [-2.60112, 1.08009, -4.64458], [-2.38071, 1.41224, -7.07654], [-0.38840, 0.57679, -8.27346], [1.32729, -0.71378, -7.04721], [1.08428, -1.08799, -4.62130], [-3.67161, -1.05779, -1.11370], [-5.64992, 0.18320, -0.47187], [-5.66910, 2.69792, -0.34455], [-4.02316, 3.75275, -1.81331], [-2.10820, 2.50125, -2.73289]]
}

***

[2]
{
  "formula": "C15H26NO5P",
  "method": "ωB97M-V/def2-TZVPD",
  "smiles": "CCC[C@H]1C[C@@](CCCCCOC(C)=O)(N=C=O)[C@H]([PH2]=O)O1",
  "homo_energy_ev": -9.738,
  "homo_lumo_gap_ev": 9.8,
  "lumo_energy_ev": 0.084,
  "spin_multiplicity": 1,
  "symbols": ["C", "C", "C", "C", "C", "C", "C", "C", "C", "C", "C", "O", "C", "C", "O", "N", "C", "O", "C", "P", "O", "O", "H", "H", "H", "H", "H", "H", "H", "H", "H", "H", "H", "H", "H", "H", "H", "H", "H", "H", "H", "H", "H", "H", "H", "H", "H", "H"],
  "xyz": [[5.36253, 1.85099, -0.59822], [4.40387, 1.84744, 0.74474], [2.83039, 2.03549, 0.21014], [1.99665, 0.60489, 0.44757], [0.54947, 0.61242, -0.39151], [0.46897, -0.84538, -1.12979], [-0.96980, -1.51507, -1.52218], [-1.67803, -2.41069, -0.34768], [-2.16607, -1.57411, 0.97379], [-3.82440, -1.45196, 1.05931], [-4.45452, -0.51624, -0.13469], [-4.54110, 0.90714, 0.23127], [-3.31369, 1.63366, -0.13719], [-2.57360, 2.55993, 1.03601], [-2.74474, 1.64099, -1.36016], [1.16858, -0.75359, -2.50245], [0.45914, 0.05412, -3.35601], [-0.42769, 0.63982, -4.20150], [1.58128, -1.68374, -0.26820], [1.24719, -2.16691, 1.54770], [0.80666, -3.69422, 1.75029], [2.64207, -0.63490, -0.09963], [4.90922, 2.47198, -1.49814], [6.43782, 2.24858, -0.32676], [5.39883, 0.71639, -0.96682], [4.71487, 2.71827, 1.49508], [4.48668, 0.79613, 1.30113], [2.80106, 2.40307, -0.90078], [2.35704, 2.82365, 0.97079], [1.85902, 0.65464, 1.63238], [-0.29093, 0.96189, 0.34327], [0.70627, 1.59404, -1.04572], [-1.78774, -0.73656, -1.89898], [-0.81474, -2.25318, -2.44791], [-0.97831, -3.32599, -0.12528], [-2.66718, -2.87494, -0.82914], [-1.76361, -0.47840, 1.05081], [-1.85041, -2.11435, 1.99014], [-4.30194, -2.53817, 1.07797], [-4.03679, -0.88763, 2.08917], [-5.56599, -0.90555, -0.31896], [-3.89509, -0.69428, -1.16482], [-3.34406, 3.42275, 1.30338], [-2.50640, 1.84487, 1.98728], [-1.53328, 2.95958, 0.67849], [1.96868, -2.63919, -0.84959], [2.52814, -2.04840, 2.25379], [0.34570, -1.25932, 2.24761]]
}

***

[3]
{
  "formula": "C26H27N3O2Zr",
  "method": "ωB97M-V/def2-TZVPD",
  "homo_energy_ev": -7.333,
  "homo_lumo_gap_ev": 7.1,
  "lumo_energy_ev": -0.213,
  "spin_multiplicity": 1,
  "symbols": ["Zr", "O", "C", "C", "C", "C", "C", "C", "C", "N", "N", "C", "O", "C", "C", "C", "C", "C", "C", "H", "H", "H", "H", "H", "H", "H", "H", "H", "H", "C", "C", "C", "C", "C", "C", "C", "C", "C", "C", "C", "C", "N", "H", "H", "H", "H", "H", "H", "H", "H", "H", "H", "H", "H", "H", "H", "H", "H", "H"],
  "xyz": [[0.40156, 1.25986, -0.42864], [-0.14103, 3.06631, 0.30292], [-0.81008, 3.36744, 1.41368], [-1.80221, 4.35281, 1.36954], [-2.49651, 4.69887, 2.51040], [-2.21819, 4.08829, 3.73202], [-1.23584, 3.12467, 3.78790], [-0.52928, 2.73379, 2.64304], [0.50634, 1.72191, 2.78275], [1.00986, 1.10907, 1.77738], [2.04430, 0.21377, 2.04391], [2.53671, -0.25493, 0.94014], [2.11314, 0.07804, -0.26030], [3.65455, -1.22902, 1.01129], [4.11795, -1.82403, -0.15831], [5.15261, -2.74614, -0.10576], [5.72681, -3.07381, 1.11374], [5.26485, -2.48113, 2.28123], [4.23079, -1.56202, 2.23465], [-2.00534, 4.82755, 0.41928], [-3.26505, 5.45915, 2.45051], [-2.76175, 4.36739, 4.62355], [-0.99840, 2.64061, 4.72813], [0.87546, 1.46358, 3.77333], [3.65624, -1.56113, -1.09916], [5.50841, -3.21105, -1.01587], [6.53444, -3.79325, 1.15771], [5.71326, -2.74004, 3.23170], [3.85690, -1.09425, 3.13429], [-0.58199, -2.54543, 0.88393], [-1.95691, -2.46608, 0.21650], [-2.91852, -1.60446, 1.03512], [-1.87486, -2.03796, -1.23692], [-2.19208, -2.95550, -2.23213], [-2.12516, -2.63703, -3.57814], [-1.73361, -1.35699, -3.94445], [-1.41261, -0.40771, -2.98417], [-1.03523, 0.98951, -3.44486], [0.42200, 1.46930, -3.13511], [-2.04228, 2.04993, -2.98980], [-1.47853, -0.74526, -1.61716], [-1.08372, 0.22837, -0.70607], [-0.66409, -3.00627, 1.87099], [-0.15734, -1.55086, 1.02271], [0.11773, -3.13458, 0.28846], [-2.36719, -3.48126, 0.20298], [-2.56856, -0.57471, 1.10283], [-3.00680, -2.00664, 2.04712], [-3.91441, -1.59024, 0.58867], [-2.49726, -3.95228, -1.93239], [-2.37443, -3.37277, -4.33075], [-1.67863, -1.08425, -4.99256], [-1.08603, 0.95097, -4.53512], [0.46623, 2.38053, -2.50621], [0.86062, 1.82171, -4.06869], [1.13173, 0.69648, -2.79416], [-2.04448, 2.11424, -1.90092], [-3.04548, 1.77746, -3.31631], [-1.79856, 3.02946, -3.40843]]
}

***

[4]
{
  "formula": "C22H23I3N6V",
  "method": "ωB97M-V/def2-TZVPD",
  "homo_energy_ev": [-12.632, -12.004],
  "total_charge": 2,
  "homo_lumo_gap_ev": [7.1, 6.6],
  "s2": 0.76,
  "lumo_energy_ev": [-5.535, -5.430],
  "spin_multiplicity": 2,
  "symbols": ["V", "C", "N", "C", "C", "C", "C", "C", "C", "N", "C", "C", "C", "C", "C", "C", "N", "C", "C", "C", "C", "C", "N", "H", "H", "H", "H", "H", "H", "H", "H", "H", "H", "H", "H", "H", "H", "H", "H", "H", "H", "I", "C", "I", "H", "H", "I", "C", "C", "N", "N", "C", "H", "H", "H"],
  "xyz": [[-0.18875, 0.03915, 0.15692], [-0.75506, 2.76385, 0.11101], [0.29350, 1.90033, -0.48589], [0.27772, 1.97114, -1.96255], [0.34650, 0.58694, -2.56358], [0.76120, 0.37182, -3.86446], [0.69658, -0.91089, -4.39156], [0.21294, -1.93709, -3.59439], [-0.15392, -1.65105, -2.29467], [-0.08544, -0.41540, -1.77659], [1.63836, 2.12469, 0.06382], [1.69500, 1.66704, 1.50462], [2.69173, 2.10911, 2.35697], [2.68416, 1.67906, 3.67443], [1.67134, 0.82721, 4.09720], [0.72473, 0.41567, 3.18106], [0.73608, 0.80903, 1.89951], [-2.06981, 2.08606, -0.18111], [-3.23443, 2.75838, -0.50345], [-4.34733, 2.03298, -0.90395], [-4.23691, 0.65330, -1.00485], [-3.04883, 0.04779, -0.64586], [-1.98105, 0.73966, -0.20784], [-0.73864, 3.77972, -0.29210], [-0.59525, 2.82634, 1.18800], [1.07567, 2.61077, -2.34471], [-0.66488, 2.41415, -2.28948], [1.11722, 1.20316, -4.45849], [1.01813, -1.09958, -5.40667], [0.14123, -2.94999, -3.96422], [-0.50873, -2.42515, -1.62723], [1.96624, 3.16721, -0.02457], [2.33285, 1.51700, -0.52407], [3.45596, 2.78547, 1.99753], [3.44571, 2.01637, 4.36441], [1.61726, 0.48359, 5.11991], [-0.07755, -0.24750, 3.47862], [-3.26260, 3.83898, -0.45385], [-5.27105, 2.53610, -1.15311], [-5.06349, 0.05297, -1.35794], [-2.92383, -1.02601, -0.73489], [3.17638, -1.41930, -0.64960], [3.52619, -3.53571, -0.70131], [1.77097, -4.74040, -0.72155], [4.09930, -3.78357, 0.18238], [4.08679, -3.73433, -1.60531], [0.50680, -4.77752, 3.81910], [-0.40992, -3.35693, 2.61524], [-1.75785, -3.08479, 2.49455], [-1.87507, -2.08345, 1.60788], [-0.67561, -1.67291, 1.14338], [0.22008, -2.44565, 1.76583], [-2.61019, -3.55052, 2.96166], [-2.72761, -1.63814, 1.31394], [1.27715, -2.32916, 1.59183]]
}

***

Q: Number 2 is which compound?
A: C15H26NO5P